# 1
Entry from the Open Molecules 2025 dataset: a 2-piece molecular cluster, C12H28N5O12P2 overall at a distorted geometry (ωB97M-V with the def2-TZVPD basis set).

```
59
Properties=species:S:1:pos:R:3
O 4.706 -0.944 3.752
O -3.952 1.213 0.926
O 7.215 -1.996 0.000
O -6.621 4.642 1.208
O -5.855 2.051 -2.772
O -3.120 4.237 0.260
O -4.462 5.092 2.269
O -6.425 4.268 3.638
O -5.875 0.207 -1.067
O -5.054 -0.138 -3.453
O -5.341 2.613 1.992
O -3.612 1.272 -1.772
C 4.540 -1.667 2.785
C -4.512 2.304 0.975
C 6.168 -2.580 -0.226
C -0.423 -0.300 -0.762
N -1.534 0.121 -0.243
N 6.176 -3.689 -0.969
N 0.500 -0.837 0.015
N 5.031 -1.326 1.591
N -0.278 -0.164 -2.051
C 3.744 -2.949 2.940
C 5.041 -4.514 -1.384
C -3.426 2.673 -1.470
C -4.102 3.273 -0.194
C 1.793 -1.417 -0.391
C 2.917 -0.373 -0.366
C 4.282 -0.981 -0.730
C 4.842 -1.997 0.288
P -5.720 4.139 2.246
P -5.119 0.885 -2.272
H -3.443 4.749 1.047
H -4.901 5.918 2.526
H -7.234 3.761 3.491
H -5.263 -0.468 -0.756
H -5.943 -0.012 -3.817
H -1.720 0.076 0.746
H -2.247 0.555 -0.815
H 7.099 -3.979 -1.261
H 0.289 -0.861 0.999
H 5.658 -0.531 1.611
H 0.574 -0.461 -2.486
H -1.021 0.238 -2.595
H 4.340 -3.789 2.588
H 3.523 -3.093 3.998
H 2.814 -2.875 2.385
H 5.385 -5.280 -2.082
H 4.288 -3.905 -1.887
H 4.598 -5.010 -0.518
H -2.344 2.815 -1.368
H -3.722 3.288 -2.329
H -5.014 3.774 -0.537
H 1.722 -1.850 -1.391
H 2.038 -2.222 0.301
H 2.967 0.086 0.622
H 2.684 0.411 -1.088
H 5.000 -0.164 -0.829
H 4.200 -1.460 -1.708
H 4.150 -2.828 0.391
```

Summary:
Total charge: +1
Orbital gap: 9.0 eV

These are the natural (NBO) partial charges, in e, on atoms 1 to 2: number 1, O, carries -0.6079; number 2, O, carries -0.5903

=====

# 2
Entry from the Open Molecules 2025 dataset: a 5-piece molecular cluster, C12H28N5O7 overall at a distorted geometry (ωB97M-V with the def2-TZVPD basis set).

```
52
Properties=species:S:1:pos:R:3
N -0.481 -1.469 -1.453
O -0.751 -1.672 -2.613
O -1.281 -1.999 -0.666
O 0.505 -0.796 -1.101
C -3.487 2.491 -4.224
C -4.657 2.114 -3.468
O -4.788 1.048 -2.921
N -5.459 3.133 -3.360
C -6.626 2.852 -2.720
H -2.679 1.829 -3.913
H -3.132 3.488 -3.961
H -3.538 2.668 -5.298
H -5.399 3.745 -4.161
H -7.084 3.829 -2.569
H -6.380 2.555 -1.700
H -7.213 2.053 -3.173
C -2.965 -4.851 3.498
C -4.356 -5.008 2.858
O -4.660 -4.952 1.690
N -5.210 -5.407 3.768
C -6.626 -5.877 3.609
H -2.904 -3.875 3.979
H -2.165 -4.927 2.762
H -2.796 -5.535 4.330
H -4.951 -5.198 4.722
H -6.722 -6.958 3.711
H -6.922 -5.555 2.611
H -7.285 -5.564 4.419
C 1.046 4.370 -1.056
C 1.903 4.257 0.211
O 2.156 5.203 0.908
N 2.407 3.049 0.441
C 3.170 2.740 1.711
H 1.435 5.185 -1.667
H 0.032 4.598 -0.727
H 1.035 3.411 -1.575
H 2.212 2.291 -0.198
H 4.177 2.606 1.317
H 2.725 1.843 2.143
H 3.057 3.599 2.374
C 6.404 -0.404 -1.075
C 7.478 -0.827 -0.112
O 7.513 -2.028 0.103
N 8.186 0.019 0.646
C 9.352 -0.510 1.216
H 6.624 -0.653 -2.113
H 6.294 0.666 -1.252
H 5.496 -0.919 -0.761
H 8.023 1.014 0.587
H 9.908 0.336 1.621
H 10.019 -0.925 0.459
H 9.358 -1.078 2.145
```

Summary:
Total charge: -1
Orbital gap: 6.0 eV

These are the natural (NBO) partial charges, in e, on atoms 1 to 2: number 1, N, carries 0.7160; number 2, O, carries -0.5455

=====

# 3
Entry from the Open Molecules 2025 dataset: C12H28O18P2V as an isolated structure at a distorted geometry (ωB97M-V with the def2-TZVPD basis set).

```
61
Properties=species:S:1:pos:R:3
O -2.090 0.993 0.292
V -1.144 0.571 -0.931
O -1.229 -1.028 -0.924
O -0.122 4.785 -1.773
C -0.972 3.722 -1.448
O -0.314 2.645 -1.155
O -2.163 3.877 -1.460
H 0.684 4.249 -1.746
O -2.437 0.318 -4.836
C -2.884 1.056 -3.741
O -3.622 2.006 -4.003
O -2.494 0.677 -2.604
H -2.867 0.845 -5.523
C 3.559 1.145 -2.674
O 3.169 -0.201 -2.361
P 1.727 -0.633 -2.834
O 0.667 0.191 -2.268
O 1.790 -0.538 -4.402
C 0.613 -0.848 -5.153
O 1.621 -2.165 -2.540
C 1.607 -2.597 -1.167
H 4.252 1.166 -3.517
H 4.106 1.515 -1.808
H 2.702 1.777 -2.901
H -0.333 -0.735 -4.625
H 0.714 -1.845 -5.589
H 0.552 -0.181 -6.015
H 2.487 -3.200 -0.957
H 0.693 -3.173 -1.029
H 1.525 -1.772 -0.457
C 2.145 -1.438 2.732
O 2.591 -0.336 1.943
P 1.608 0.795 1.525
O 0.544 0.403 0.616
O 1.067 1.337 2.910
C -0.072 2.189 2.971
O 2.588 1.894 0.970
C 2.083 3.217 0.828
H 2.863 -1.660 3.523
H 1.965 -2.311 2.114
H 1.242 -1.178 3.287
H -0.640 2.172 2.035
H 0.215 3.208 3.221
H -0.808 1.873 3.712
H 1.013 3.257 0.614
H 2.547 3.656 -0.057
H 2.336 3.873 1.661
O -0.887 -3.013 2.277
C -2.013 -2.602 2.127
O -2.695 -1.945 3.073
C -2.022 -1.664 4.302
C -2.544 -2.565 5.396
C -2.832 -2.768 0.891
H -2.156 -0.594 4.492
H -0.936 -1.691 4.200
H -3.530 -2.315 5.779
H -1.824 -2.431 6.213
H -2.522 -3.611 5.096
H -3.206 -1.773 0.645
H -3.633 -3.495 1.040
H -2.287 -3.106 0.017
```

Summary:
Total charge: -1
Orbital gap: 8.1 eV

These are the Mulliken partial charges, in e, on atoms 1 to 2: number 1, O, carries -0.5462; number 2, V, carries 1.1898

=====

# 4
Entry from the Open Molecules 2025 dataset: C12H29F6N11O6S2Ti as an isolated structure at a distorted geometry (ωB97M-V with the def2-TZVPD basis set).

```
67
Properties=species:S:1:pos:R:3
Ti 10.168 10.613 8.632
N 13.850 10.656 10.026
N 13.297 11.894 10.261
C 11.995 12.190 10.086
N 11.518 13.408 10.213
N 11.218 11.139 9.900
N 12.122 11.003 6.575
O 12.879 11.889 6.905
O 10.718 11.464 7.075
H 14.861 10.747 9.765
H 13.283 10.081 9.369
H 13.947 12.619 10.509
H 12.072 14.274 10.317
H 10.566 13.569 10.514
F 4.894 12.258 10.721
C 6.200 11.964 10.953
F 6.281 10.874 11.720
F 6.834 12.967 11.611
S 7.034 11.849 9.215
O 8.536 11.686 9.487
O 6.739 12.998 8.398
N 6.414 10.554 8.564
S 7.169 9.116 8.880
O 7.008 8.613 10.206
O 8.572 9.109 8.440
C 6.311 8.021 7.569
F 5.914 8.758 6.523
F 7.165 7.044 7.217
F 5.193 7.430 8.054
C 10.045 8.474 5.804
N 11.191 8.106 6.533
C 12.364 7.764 5.717
C 11.191 7.814 7.900
N 11.231 8.883 8.759
N 11.360 6.559 8.334
C 11.200 5.332 7.486
C 11.306 6.408 9.824
H 10.321 8.942 4.824
H 9.407 9.212 6.318
H 9.341 7.681 5.548
H 12.454 8.507 4.915
H 12.266 6.809 5.146
H 13.264 7.802 6.365
H 11.279 8.669 9.770
H 10.614 5.586 6.579
H 10.781 4.535 8.103
H 12.209 5.036 7.148
H 12.161 7.039 10.243
H 11.475 5.343 10.073
H 10.324 6.741 10.157
N 9.396 10.518 15.364
C 8.788 11.277 14.208
C 9.406 10.642 12.967
N 9.135 9.236 12.807
C 9.564 8.410 13.906
C 9.264 9.012 15.365
H 9.033 10.867 16.298
H 10.413 10.727 15.461
H 9.127 12.300 14.411
H 7.688 11.256 14.261
H 10.495 10.702 13.066
H 9.109 11.172 12.066
H 8.339 8.975 12.234
H 10.638 8.241 13.808
H 9.074 7.420 13.859
H 9.992 8.646 16.068
H 8.242 8.700 15.681
```

Summary:
Spin multiplicity: 2
Total charge: +3
Orbital gap (alpha / beta): 7.2 / 3.8 eV

These are the natural (NBO) partial charges, in e, on atoms 1 to 2: number 1, Ti, carries 1.7258; number 2, N, carries -0.3483